No. 1
C22H40BF2IN4O14P | ωB97M-V/def2-TZVPD

Values from the calculation:
Lowest unoccupied orbital energy   2.1724 eV
Kohn-Sham gap   6.77 eV
Molecular weight   791.3 g/mol

Structure (ORCA input):
```
! RIJCOSX wB97M-V def2-TZVPD def2/J DEFGRID3
* xyz -1 1
I 4.03527 -2.63812 0.60563
P 0.23063 1.85773 0.29460
F -1.85990 -0.01077 2.70488
F 0.15339 3.51205 3.72039
O 4.88170 1.39572 -2.40039
O -0.77024 -2.43259 -1.65448
O 1.53139 -6.64148 2.01913
O 2.11602 -8.71316 1.28672
O 0.51132 -8.36812 2.86297
O -2.18748 2.23774 2.74005
O -5.81212 4.78164 -3.08232
O 2.02731 4.12835 0.17155
O 2.01310 2.36067 3.15306
O 1.86002 1.29326 0.34361
O -7.52703 5.74499 -1.93816
O -0.37781 0.29554 -0.25174
O 0.14030 -4.49365 -2.41276
O -5.46845 5.41684 -1.02711
N -0.43447 4.79946 0.68989
N 0.01863 -1.65803 0.84230
N 0.43269 2.18202 -1.46843
N 0.03939 1.54534 2.07064
C 3.82116 -0.18035 3.65771
C 4.36895 0.67254 -1.16851
C 0.32075 -9.77894 2.93202
C -6.67755 4.65081 -4.20752
C 0.62735 -0.78467 -0.24514
C -0.59476 -3.84106 -1.60539
C 4.32604 2.35303 -1.23628
C 2.90239 -0.85089 1.28165
C 0.49489 -1.72558 -1.53718
C 2.50051 -6.08491 1.12904
C -0.67869 2.21288 -2.16627
C -6.38577 5.35442 -2.00815
C -0.82267 1.09727 -3.35065
C 2.82602 -0.07639 -1.33520
C 0.77117 2.45401 2.93709
C 3.97337 0.07162 2.05257
C -1.34365 1.32846 2.48900
C -5.94275 6.00692 0.18144
C -1.39019 -4.70729 -0.50854
C 2.10514 -0.12977 0.09008
C 1.45483 -7.98138 1.98408
C -1.88896 3.25274 -2.06866
B 0.63404 3.76334 0.40996
H -6.76671 5.42304 0.59806
H 1.23699 -10.27631 3.25877
H 3.50382 -6.43494 1.38377
H -2.10945 3.57501 -0.97860
H -7.53099 4.01305 -3.96568
H -6.11075 4.17842 -5.01094
H 2.47498 -5.00030 1.24193
H -7.01309 5.63178 -4.55212
H 2.25720 -6.32973 0.09235
H -1.21448 1.67825 -4.26951
H -1.25205 -4.30688 0.55742
H 2.74786 0.06627 4.01988
H -0.45950 -9.97454 3.66897
H -6.24926 7.04165 0.01095
H 2.29891 0.52191 -2.14559
H -2.49108 -4.80083 -0.81244
H -1.19609 2.15915 0.36939
H 5.20972 2.81342 -0.68402
H 0.24840 0.78115 -3.61283
H 3.60732 2.87039 -1.94730
H -1.01873 -1.65401 0.74105
H 3.95589 1.17688 1.77176
H -1.81266 4.15214 -2.77481
H -5.12102 6.00424 0.89858
H 5.03267 -0.31298 1.79520
H 2.14240 4.31931 -0.79425
H -0.96714 -5.78521 -0.52392
H 3.14035 -1.07695 -1.78490
H 5.15617 0.17021 -0.40919
H 4.56878 0.50110 4.22357
H 0.14390 -1.18916 1.76612
H -0.00912 -10.17133 1.96720
H 4.02894 -1.28656 3.85521
H -1.51106 0.23635 -3.05611
H -0.03699 5.54314 1.28263
H -2.84492 2.67858 -2.39671
H 1.37412 -2.48110 -1.48843
H 0.63796 -1.16881 -2.54282
H 2.21513 -1.27630 2.11106
H -1.22175 4.31829 1.15904
*
```

---

No. 2
C22H40BN2O13S | ωB97M-V/def2-TZVPD

Values from the calculation:
Lowest unoccupied orbital energy   -5.1796 eV
Kohn-Sham gap   7.57 eV
Molecular weight   583.4 g/mol

Structure (ORCA input):
```
! RIJCOSX wB97M-V def2-TZVPD def2/J DEFGRID3
* xyz 1 1
S -2.32500 -1.80911 -0.99726
O -5.23769 3.46320 1.54042
O 4.80443 0.02422 -1.44919
O -1.50992 7.00191 -2.46830
O 3.42774 -5.47690 1.64288
O -0.98872 5.29655 -3.71635
O 2.34743 -7.36553 1.66577
O 3.88952 -7.01336 0.03176
O -5.89317 1.38919 0.87074
O -0.15269 -2.42633 1.61399
O 3.64706 -1.92111 -0.44895
O 0.38087 7.11173 -3.72525
O -7.26686 2.58424 2.06105
O 3.56282 -0.37536 1.29992
N -0.98303 0.68588 -1.62425
N 4.80588 -2.14324 -2.78547
C 0.49333 -1.19201 3.77917
C 0.15090 1.57073 -1.63021
C -6.05184 2.57253 1.49153
C -0.60251 6.53071 -3.33734
C 0.45517 -1.14043 -0.37711
C 0.08774 0.24956 3.19262
C -0.87247 -0.63354 -1.02696
C 4.43635 -4.64210 1.07690
C 3.05117 -0.79668 0.24313
C 0.83524 -2.30035 2.67246
C 1.56169 1.19333 -1.04666
C -1.26523 8.32760 -1.97751
C -1.73630 9.36577 -2.97759
C -7.54506 3.77008 2.80603
C -3.57473 0.77652 1.23031
C 0.48246 -2.61374 0.31477
C 3.12048 -9.66686 1.60941
C 3.27915 -6.65549 1.01012
C 2.07939 -8.67100 1.13583
C 1.71215 -0.20984 -0.40297
C -0.13444 4.69849 -4.68963
C -4.63122 1.19959 0.22699
B 4.40087 -1.38346 -1.57124
H -1.15452 9.31454 -3.90112
H 4.45028 -3.11432 -2.77288
H 0.90647 4.70230 -4.35858
H 1.54713 -3.02312 0.38923
H 1.90562 -2.11403 2.31816
H -6.92781 3.79896 3.70658
H -4.77076 0.40676 -0.51263
H -3.38368 1.56875 1.95822
H -3.90773 -0.09923 1.79347
H -0.20996 8.46265 -1.72430
H -0.10157 -3.36524 -0.33998
H 0.46445 0.46617 2.13632
H 5.42406 -5.06896 1.26467
H 1.45005 -1.02861 4.41027
H -1.89723 0.97464 -2.03116
H 5.70454 -0.04549 -1.03202
H -0.44942 3.66152 -4.82163
H 0.58772 1.03884 3.87872
H -8.59379 3.73980 3.10437
H 5.84769 -2.18229 -2.77233
H -1.63970 10.37194 -2.56471
H -0.37061 -1.59058 4.43636
H -7.38485 4.66436 2.20078
H -2.14952 -2.55687 -2.17907
H -1.04662 0.46608 3.27803
H 2.86347 -10.67780 1.28655
H 0.03693 2.61938 -2.07418
H -4.33067 2.09956 -0.31863
H -0.23563 5.21607 -5.64570
H -2.78077 9.19185 -3.24901
H 4.27596 -4.49861 0.00648
H 2.01495 -8.64476 0.04437
H 3.19935 -9.65129 2.69950
H -1.83380 8.42967 -1.05028
H 0.85512 -3.32252 3.22102
H 2.44330 1.93059 -1.06475
H 4.10909 -9.41965 1.21506
H -2.63510 0.53801 0.72620
H 1.09584 -8.96609 1.50884
H 4.38077 -3.66836 1.56623
*
```

---

No. 3
C22H40BeBrCl5CsFI3N8O12P | ωB97M-V/def2-TZVPD

Values from the calculation:
Lowest unoccupied orbital energy   -5.7640 eV
Kohn-Sham gap   1.98 eV
Molecular weight   1438.4 g/mol

Structure (ORCA input):
```
! RIJCOSX wB97M-V def2-TZVPD def2/J DEFGRID3
* xyz 0 1
Cs -5.07763 3.72220 -2.67802
I 5.19861 -1.14724 0.26594
I -2.54233 -2.22824 -1.58288
I 2.29125 -0.43274 -4.63608
Br -4.00312 6.14576 -2.01766
Cl -2.89716 4.64325 -3.63283
Cl -0.20388 -2.78362 4.47395
Cl -1.59238 2.73250 -5.44258
Cl -0.94998 -1.32978 -5.44285
Cl -2.20112 -3.18385 -8.02444
P -0.63836 -1.45552 -0.41802
F -4.24251 -0.32410 -4.66012
O -0.16404 -1.94910 3.26252
O -1.10740 -0.98309 1.01434
O 8.34767 -3.72075 5.87611
O 0.01806 -1.91070 5.59529
O -6.61007 -1.76092 0.48299
O -5.22174 -1.42414 2.08493
O 3.73284 -1.58817 4.45723
O 0.85842 -3.75094 4.37459
O 2.85247 1.59023 2.94324
O -1.46919 -3.42184 4.55470
O 1.10485 0.32084 3.17322
O -4.47181 -1.80388 0.11602
N 0.68572 -0.30634 -3.40817
N -5.84332 3.63895 -0.13984
N -5.47202 -1.66734 0.90957
N 0.86145 2.86682 -2.45847
N 1.87530 -0.28896 -1.39792
N 3.02721 1.75273 -0.79577
N -0.49740 -0.05279 -1.50855
N 1.87112 1.28448 3.51210
C 2.64256 -1.58302 -1.40161
C -2.58239 -3.36084 -6.28395
C -2.96452 1.10489 -0.89052
C 4.83128 -3.21841 5.76014
C 2.47404 -2.31718 1.09786
C 1.43147 2.08935 4.67988
C 4.77952 -2.10083 4.79431
C -0.44966 1.29641 -0.95655
C -2.60551 -2.04504 -5.55680
C 2.05126 0.73620 -0.36740
C 7.21965 -2.11475 4.57881
C -0.43517 2.28132 -2.17103
C -4.40358 3.19198 -0.27977
C 3.30359 -2.13073 -0.14249
C -1.73618 1.67330 -0.22323
C 0.73827 1.52730 -0.06229
C -3.10416 3.19280 -4.59312
C 7.28615 -3.24205 5.55472
C -4.26799 1.62837 -0.31664
C 6.00051 -3.74945 6.11222
C 0.74592 -0.22985 -2.13512
C 6.04868 -1.59574 4.23323
Be -0.04141 1.39999 2.45350
H 0.84513 3.25476 -3.38905
H 3.62157 -3.11505 -0.40727
H -3.87722 3.37319 -5.34062
H 1.05182 3.64434 -1.84527
H -3.91169 3.68762 -1.16479
H 1.76904 -3.10008 0.89742
H 3.87930 -3.56321 6.14882
H 0.98065 2.55707 0.05549
H 3.73623 1.81384 -0.08197
H 3.10547 -2.70152 1.87232
H -2.97159 -2.17947 -4.55367
H -2.92363 1.24101 -1.95694
H -3.24574 -1.31541 -6.03425
H -1.82369 2.74441 -0.21042
H 6.07549 -4.56774 6.81622
H 5.94665 -0.77664 3.53070
H 1.39854 1.42059 5.53992
H 8.16182 -1.75998 4.18090
H -0.25481 -0.30215 -3.81298
H 1.99862 -1.43544 1.44619
H 2.43004 0.37426 0.56425
H -3.92227 3.56105 0.60364
H -6.26026 3.02284 0.54766
H 0.31555 1.16236 0.94388
H 2.13810 2.89713 4.82158
H -1.72108 1.38817 0.82597
H -3.56862 -3.81236 -6.21743
H -4.46553 1.21036 0.65073
H -1.16722 3.05546 -2.02244
H -6.29710 3.38093 -1.02883
H 0.42425 2.47751 4.45400
H 1.97662 -2.34677 -1.76072
H -5.07031 1.22341 -0.96228
H 3.50104 1.42195 -1.62094
H -1.85535 -4.05053 -5.86094
H -3.41538 2.38556 -3.93029
H 3.42121 -1.53667 -2.13913
H -0.74280 1.76598 -3.05326
H -2.96704 0.04874 -0.72658
H -0.40477 -1.27998 1.63405
*
```

---

- The highest Kohn-Sham gap belongs to which entry?
  C22H40BN2O13S